C45H105FI2NO14 | ωB97M-V/def2-TZVPD

Cartesian coordinates (Å):
C: 7.196 -0.847 3.638
C: 7.154 -2.043 2.614
O: 5.983 -2.833 2.681
C: 4.823 -2.142 2.181
C: 3.832 -1.902 3.380
N: 2.565 -2.637 3.339
C: 2.673 -3.963 2.873
I: 2.265 -4.700 0.880
C: 3.148 -4.889 3.749
C: 3.582 -4.585 5.188
I: 3.410 -6.973 3.206
C: 1.369 -1.852 2.991
C: 0.980 -0.702 4.005
C: 1.446 -0.761 5.480
C: 1.340 -2.118 6.222
O: 2.762 -0.196 5.737
C: 1.562 -1.132 1.592
C: 0.417 -0.207 1.076
C: 0.844 1.319 1.118
F: -0.843 -0.276 1.658
C: 0.114 -2.839 2.953
O: -0.466 -3.115 1.883
O: -0.343 -3.331 4.025
H: 7.781 -1.061 4.553
H: 7.717 -0.006 3.116
H: 6.170 -0.482 3.869
H: 7.345 -1.632 1.592
H: 8.035 -2.686 2.847
H: 5.188 -1.136 1.845
H: 4.370 -2.616 1.288
H: 4.408 -2.115 4.313
H: 3.641 -0.805 3.418
H: 3.497 -3.526 5.481
H: 3.082 -5.286 5.892
H: 4.673 -4.839 5.249
H: -0.129 -0.608 4.008
H: 1.344 0.268 3.573
H: 0.764 -0.071 6.047
H: 0.313 -2.174 6.653
H: 1.461 -3.020 5.604
H: 2.053 -2.100 7.082
H: 2.967 0.455 5.050
H: 1.765 -1.885 0.795
H: 2.479 -0.489 1.588
H: 0.285 -0.411 -0.015
H: 1.918 1.448 0.867
H: 0.594 1.742 2.115
H: 0.268 1.848 0.334
C: 0.025 6.058 -1.610
C: -0.067 4.542 -1.696
C: -1.099 4.113 -2.726
O: -0.415 4.012 -0.419
H: -0.933 6.489 -1.302
H: 0.761 6.356 -0.860
H: 0.308 6.492 -2.572
H: 0.909 4.130 -1.960
H: -2.095 4.479 -2.455
H: -1.164 3.023 -2.772
H: -0.848 4.490 -3.719
H: -1.276 4.369 -0.173
C: -4.738 -3.394 2.259
C: -5.079 -1.945 1.994
C: -4.545 -1.495 0.644
O: -4.524 -1.132 3.025
H: -3.653 -3.542 2.279
H: -5.117 -3.709 3.233
H: -5.165 -4.045 1.491
H: -6.164 -1.806 2.022
H: -3.456 -1.583 0.609
H: -4.785 -0.444 0.466
H: -4.970 -2.092 -0.168
H: -3.564 -1.248 3.007
C: 9.760 -0.603 -1.818
C: 8.357 -0.461 -1.248
C: 7.341 -0.185 -2.344
O: 8.337 0.603 -0.295
H: 10.072 0.319 -2.317
H: 10.481 -0.792 -1.020
H: 9.812 -1.423 -2.537
H: 8.083 -1.374 -0.715
H: 7.572 0.753 -2.862
H: 6.341 -0.075 -1.920
H: 7.323 -0.993 -3.076
H: 8.578 1.416 -0.754
C: 1.206 10.085 -0.518
C: 0.390 9.897 -1.788
C: 0.569 11.068 -2.741
O: -0.990 9.763 -1.451
H: 0.887 10.984 0.018
H: 1.059 9.242 0.160
H: 2.271 10.172 -0.742
H: 0.691 8.972 -2.283
H: 0.229 12.000 -2.279
H: -0.030 10.923 -3.642
H: 1.615 11.185 -3.032
H: -1.269 10.575 -1.012
C: 3.632 -3.067 -3.776
C: 4.824 -2.535 -4.553
C: 4.853 -3.081 -5.973
O: 6.029 -2.898 -3.878
H: 3.675 -4.157 -3.695
H: 3.634 -2.673 -2.758
H: 2.690 -2.791 -4.255
H: 4.786 -1.444 -4.582
H: 4.936 -4.172 -5.967
H: 5.721 -2.699 -6.514
H: 3.950 -2.805 -6.521
H: 6.073 -3.861 -3.847
C: 2.705 -3.498 10.636
C: 3.019 -2.038 10.351
C: 4.237 -1.900 9.452
O: 3.253 -1.350 11.583
H: 3.540 -3.981 11.154
H: 1.834 -3.582 11.290
H: 2.503 -4.046 9.714
H: 2.158 -1.563 9.877
H: 5.125 -2.330 9.929
H: 4.457 -0.848 9.263
H: 4.080 -2.401 8.495
H: 4.012 -1.762 12.010
C: -3.045 6.963 -5.185
C: -2.234 6.413 -6.349
C: -3.057 6.368 -7.626
O: -1.775 5.099 -6.030
H: -3.913 6.328 -4.983
H: -2.445 6.980 -4.272
H: -3.395 7.977 -5.391
H: -1.349 7.034 -6.504
H: -3.926 5.714 -7.507
H: -2.468 5.963 -8.448
H: -3.408 7.364 -7.906
H: -2.549 4.540 -5.890
C: -6.641 -7.087 0.857
C: -7.454 -7.264 -0.414
C: -7.277 -6.079 -1.351
O: -8.836 -7.407 -0.081
H: -6.964 -6.195 1.404
H: -6.784 -7.937 1.527
H: -5.577 -6.992 0.635
H: -7.149 -8.182 -0.921
H: -7.621 -5.155 -0.876
H: -7.875 -6.214 -2.255
H: -6.232 -5.955 -1.638
H: -9.113 -6.599 0.368
C: -4.468 2.695 -10.660
C: -3.517 3.730 -11.242
C: -2.562 3.100 -12.244
O: -2.772 4.338 -10.189
H: -3.915 1.915 -10.128
H: -5.141 3.158 -9.936
H: -5.067 2.224 -11.442
H: -4.090 4.521 -11.729
H: -1.945 2.334 -11.764
H: -1.879 3.851 -12.646
H: -3.104 2.641 -13.073
H: -2.260 3.648 -9.749
C: -10.152 -2.654 3.505
C: -9.334 -3.192 2.342
C: -10.155 -3.245 1.063
O: -8.860 -4.503 2.658
H: -11.013 -3.300 3.705
H: -9.553 -2.633 4.417
H: -10.513 -1.644 3.301
H: -8.456 -2.562 2.189
H: -11.016 -3.910 1.182
H: -9.557 -3.643 0.240
H: -10.517 -2.253 0.784
H: -9.628 -5.070 2.796

As for the charge: -1. The HOMO-LUMO gap comes out at 0.2258 Eh.

---

C45H105N15O15 | ωB97M-V/def2-TZVPD

Cartesian coordinates (Å):
C: -15.096 3.213 24.728
O: -14.918 2.876 23.544
N: -16.124 3.922 25.136
C: -16.319 3.933 26.573
C: -17.127 4.658 24.383
H: -14.361 2.955 25.506
H: -16.728 4.885 26.912
H: -15.449 3.665 27.171
H: -17.116 3.220 26.784
H: -16.994 5.663 24.782
H: -16.853 4.741 23.331
H: -18.151 4.329 24.564
C: -15.585 -9.653 20.105
O: -14.922 -8.807 19.435
N: -16.809 -9.455 20.621
C: -17.438 -10.472 21.399
C: -17.591 -8.235 20.454
H: -15.113 -10.604 20.399
H: -17.587 -10.031 22.384
H: -17.062 -11.494 21.365
H: -18.440 -10.651 21.008
H: -17.850 -7.815 21.426
H: -17.098 -7.494 19.825
H: -18.487 -8.438 19.867
C: -28.773 -4.074 24.534
O: -29.959 -4.092 24.359
N: -28.131 -3.089 25.246
C: -26.693 -3.078 25.529
C: -28.928 -1.930 25.798
H: -28.102 -4.880 24.197
H: -26.287 -4.071 25.337
H: -26.586 -2.858 26.591
H: -26.248 -2.263 24.958
H: -29.985 -2.194 25.805
H: -28.658 -1.771 26.842
H: -28.703 -1.020 25.241
C: -25.888 0.180 14.112
O: -25.200 -0.361 15.019
N: -26.342 -0.418 13.010
C: -27.226 0.271 12.058
C: -26.148 -1.839 12.658
H: -26.149 1.245 14.206
H: -27.997 -0.491 11.945
H: -26.671 0.520 11.153
H: -27.681 1.212 12.369
H: -25.736 -1.851 11.649
H: -25.461 -2.361 13.323
H: -27.065 -2.423 12.747
C: -20.655 9.524 20.694
O: -21.195 8.395 20.798
N: -20.565 10.292 21.766
C: -20.417 11.722 21.565
C: -21.002 9.882 23.101
H: -20.193 10.061 19.851
H: -19.712 12.073 20.811
H: -20.152 12.237 22.489
H: -21.351 12.167 21.222
H: -21.112 8.798 23.123
H: -20.160 10.059 23.770
H: -21.929 10.366 23.410
C: -23.004 2.349 28.986
O: -23.865 1.496 28.569
N: -22.701 3.431 28.276
C: -21.860 4.452 28.852
C: -23.339 3.697 27.002
H: -22.498 2.139 29.942
H: -20.988 3.980 29.305
H: -22.372 5.174 29.488
H: -21.408 4.996 28.022
H: -24.137 4.438 27.050
H: -22.581 4.126 26.348
H: -23.727 2.856 26.428
C: -14.669 7.470 17.457
O: -15.811 7.851 17.153
N: -14.417 6.253 17.875
C: -13.116 5.894 18.357
C: -15.408 5.204 17.871
H: -13.810 8.149 17.349
H: -12.605 6.731 18.834
H: -12.541 5.398 17.574
H: -13.076 5.229 19.219
H: -16.383 5.688 17.918
H: -15.354 4.505 17.036
H: -15.243 4.708 18.828
C: -20.554 -5.332 29.736
O: -20.801 -4.884 30.885
N: -20.672 -6.652 29.451
C: -20.759 -7.023 28.057
C: -21.238 -7.618 30.368
H: -20.235 -4.813 28.819
H: -20.759 -8.109 27.960
H: -19.966 -6.563 27.467
H: -21.691 -6.740 27.567
H: -20.730 -8.565 30.186
H: -21.116 -7.241 31.383
H: -22.326 -7.651 30.308
C: -21.810 4.686 14.452
O: -20.981 3.911 14.002
N: -22.849 5.261 13.822
C: -23.743 6.248 14.518
C: -23.087 4.866 12.432
H: -21.820 5.099 15.473
H: -24.754 5.844 14.461
H: -23.711 7.215 14.016
H: -23.494 6.450 15.560
H: -22.698 5.579 11.705
H: -22.439 4.021 12.200
H: -24.126 4.649 12.186
C: -20.849 -0.627 22.486
O: -20.593 -1.599 23.111
N: -20.253 -0.344 21.285
C: -18.995 -0.975 20.812
C: -20.503 0.879 20.546
H: -21.618 0.105 22.776
H: -18.681 -1.802 21.449
H: -18.211 -0.219 20.834
H: -19.106 -1.488 19.857
H: -19.557 1.414 20.466
H: -20.942 0.593 19.590
H: -21.198 1.544 21.060
C: -13.128 -0.760 15.890
O: -12.255 0.132 15.902
N: -13.137 -1.845 16.770
C: -14.123 -2.914 16.661
C: -12.081 -2.090 17.779
H: -14.004 -0.654 15.231
H: -14.764 -2.722 15.801
H: -14.757 -3.049 17.537
H: -13.640 -3.881 16.525
H: -11.408 -1.234 17.746
H: -12.500 -2.192 18.781
H: -11.586 -3.045 17.601
C: -20.132 -4.336 14.747
O: -20.290 -5.103 15.684
N: -19.477 -4.641 13.613
C: -19.485 -3.669 12.437
C: -18.792 -5.956 13.514
H: -20.625 -3.353 14.708
H: -19.627 -2.682 12.876
H: -20.226 -3.952 11.690
H: -18.563 -3.687 11.855
H: -17.857 -6.023 12.956
H: -18.494 -6.369 14.477
H: -19.525 -6.658 13.116
C: -24.614 -6.489 20.304
O: -24.203 -7.648 20.483
N: -25.856 -6.248 19.812
C: -26.784 -7.199 19.202
C: -26.320 -4.890 19.350
H: -23.971 -5.636 20.572
H: -26.732 -7.220 18.114
H: -27.840 -7.016 19.398
H: -26.498 -8.213 19.482
H: -26.433 -4.793 18.270
H: -27.164 -4.514 19.928
H: -25.591 -4.128 19.627
C: -28.753 4.051 21.755
O: -29.543 3.390 22.460
N: -27.638 3.553 21.208
C: -26.819 4.323 20.272
C: -27.121 2.160 21.167
H: -28.886 5.139 21.647
H: -27.210 5.340 20.262
H: -26.855 3.915 19.262
H: -25.840 4.265 20.746
H: -27.105 1.708 20.175
H: -26.084 2.234 21.496
H: -27.694 1.439 21.751
C: -13.896 -6.386 25.185
O: -14.257 -7.028 26.212
N: -14.022 -5.050 25.021
C: -13.418 -4.330 23.915
C: -14.829 -4.151 25.829
H: -13.389 -6.917 24.364
H: -13.855 -3.333 23.862
H: -13.490 -4.947 23.019
H: -12.331 -4.249 23.917
H: -15.043 -4.488 26.843
H: -14.479 -3.120 25.880
H: -15.835 -4.176 25.410

The energy above the lowest of the compared OMol25 structures with the same formula, charge and spin is 1523.6 kJ/mol. The HOMO-LUMO gap comes out at 0.3230 Eh.